A molecular structure, C27H39HfO6, computed with the ωB97M-V functional and the def2-TZVPD basis.

Each line ends with the Mulliken charge.
Atoms and positions in Å:
C -0.30045 0.00190 -4.28365  3.0376
C -0.88034 -1.12521 -3.36729  -2.3096
C -0.55087 1.39152 -3.59990  -2.3232
C -1.56267 1.13344 -2.49103  0.1368
H -0.92870 2.10095 -4.33833  0.4121
H 0.40713 1.77344 -3.20344  0.3958
C -1.36503 -0.37185 -2.16071  0.2499
H -0.01292 -1.75347 -3.08725  0.3849
H -1.71379 -1.62546 -3.85553  0.7657
C -0.13609 -0.27204 -1.26965  -0.0918
H -2.19295 -0.84319 -1.61264  0.7653
H -2.58135 1.37359 -2.83034  0.5021
C -1.16753 1.85455 -1.20726  1.5363
C 1.19757 -0.17265 -4.53462  -0.7859
C -0.71733 -0.04956 -5.75082  0.8165
O -1.08402 0.95410 -6.33658  -0.6375
O 1.97528 -0.82965 -3.85467  -0.6106
O 1.57583 0.50152 -5.63878  -0.2350
O -0.62006 -1.21531 -6.43097  -0.3883
C -0.11460 -2.49546 -5.93809  -0.4847
H -0.65759 -2.85123 -5.04136  0.2530
H 0.97715 -2.46127 -5.75947  0.1797
H -0.31337 -3.16406 -6.78576  0.3211
C 2.94595 0.30594 -6.03707  -0.7416
H 3.60833 0.53123 -5.19022  0.2993
H 3.08273 1.01107 -6.85885  0.2515
H 3.10183 -0.73022 -6.38019  0.2850
O -0.21362 1.02322 -0.60206  -0.4449
H 0.78423 -0.32607 -1.91808  -0.1471
H -0.05128 -1.13209 -0.57236  -0.5226
C -2.46278 2.01516 -0.39669  -1.7964
C -0.54298 3.29164 -1.24381  -1.8071
H -0.33715 3.62039 -2.26033  0.3051
H 0.39548 3.35467 -0.65012  0.2583
H -1.24601 4.01722 -0.80672  0.5114
H -2.25311 2.40424 0.62226  0.3526
H -3.06439 1.09000 -0.33870  0.1561
H -3.06686 2.75674 -0.94509  0.5862
Hf 0.16562 -0.61415 2.57481  0.8034
C -1.74313 -1.83904 3.15009  -0.9302
C -1.96641 -1.64195 1.74160  -0.4611
C -0.95620 -2.38060 1.03410  -0.1437
H -2.85845 -1.20025 1.29722  0.4173
C -0.04544 -2.93680 1.99529  -1.2495
C -0.53387 -2.63648 3.31668  -0.5343
H -0.21194 -3.11399 4.23450  0.4619
H -2.45375 -1.61459 3.94078  0.4851
H -1.01358 -2.65901 -0.02053  0.8690
H 0.75689 -3.63526 1.77637  0.4613
C 2.47331 1.06890 2.18944  -0.8325
C 2.52772 0.09351 3.23884  -0.7494
C 2.38774 -1.21166 2.65375  -0.6545
H 2.92990 0.27803 4.24340  0.6442
C 2.11494 -1.02787 1.24742  -0.2468
C 2.15404 0.39037 0.98568  -0.3210
H 2.20604 0.80028 -0.02486  0.2942
H 2.83216 2.09849 2.27269  0.3856
H 2.68893 -2.17315 3.09419  0.3750
H 2.25053 -1.80740 0.50012  0.5470
C 0.66559 -0.36721 6.18264  -1.1037
C -0.24426 0.68293 5.52784  1.5927
C -1.72727 0.59500 5.91297  -1.4927
C 0.27170 2.11444 5.69442  -1.5681
O -0.17791 0.38671 4.11644  -0.1446
H 0.70315 -0.31780 7.28161  0.4217
H 1.68440 -0.23369 5.78113  0.1621
H 0.35226 -1.37784 5.87865  0.0990
H -1.92683 0.83731 6.96986  0.3998
H -2.31925 1.28180 5.28539  0.3114
H -2.13189 -0.40657 5.71508  0.2373
H 1.27101 2.23819 5.25663  0.3132
H -0.36231 2.83984 5.15901  0.3149
H 0.32288 2.40178 6.75290  0.4005

Results
Total charge: -1
Largest force on an atom: 4.21 eV/A
LUMO level: 2.3151 eV
HOMO-LUMO gap: 2.721 eV
HOMO energy: -0.406 eV
DFT total energy: -1551.6173 hartree